No. 1
Molecular formula: C3H2Br2P2
Method: DFT, the ωB97M-V functional and the def2-TZVPD basis

XYZ file:
```
9
C3H2Br2P2, DFT the ωB97M-V functional and the def2-TZVPD basis
C 1.199 0.641 -0.528
C 0.942 -0.644 -0.149
C -1.211 0.762 0.204
P -0.045 1.888 -0.212
P -0.701 -0.868 0.663
Br 1.827 -2.209 -0.321
Br -3.256 1.362 1.512
H 2.279 0.776 -0.774
H -1.035 -1.709 -0.396
```

The value obtained for the gap between HOMO and LUMO (spin up / spin down) is 6.224 / 5.260 eV. Its energy above the lowest of the compared OMol25 structures with the same formula, charge and spin is 50.7 kcal/mol. The value obtained for the lowest unoccupied orbital energy (spin up / spin down) is -1.366 / -3.822 eV. As for the multiplicity: 3. The calculation puts the highest occupied orbital energy (spin up / spin down) at -7.59 / -9.08 eV.

---

No. 2
Molecular formula: C3H2Br5NO2
Method: DFT, the ωB97M-V functional and the def2-TZVPD basis

XYZ file:
```
13
C3H2Br5NO2, DFT the ωB97M-V functional and the def2-TZVPD basis
C 0.215 -0.616 -0.747
C -0.269 0.339 0.786
C 0.908 0.282 -1.837
N 0.987 0.885 1.452
O 1.684 0.063 1.989
O 1.070 2.121 1.457
Br 1.268 -2.135 -0.086
Br -1.237 -0.785 1.866
Br 2.583 1.056 -1.219
Br -0.120 1.723 -2.493
Br 1.204 -1.020 -3.356
H -0.874 -0.805 -1.026
H -0.996 1.011 0.476
```

The value obtained for the gap between HOMO and LUMO is 9.791 eV. Its energy above the lowest of the compared OMol25 structures with the same formula, charge and spin is 3.8 kcal/mol. The value obtained for the lowest unoccupied orbital energy is -0.522 eV. The calculation puts the highest occupied orbital energy at -10.31 eV.

---

No. 3
Molecular formula: C3H2BrClF2
Method: DFT, the ωB97M-V functional and the def2-TZVPD basis

XYZ file:
```
9
C3H2BrClF2, DFT the ωB97M-V functional and the def2-TZVPD basis
F 0.099 0.303 1.964
C -0.110 -0.323 0.792
F -0.426 -1.615 1.101
C -0.840 0.398 -0.249
C 0.591 -0.047 -0.469
Cl 0.990 -1.332 -1.663
Br 2.023 1.291 -0.334
H -1.469 -0.183 -0.929
H -0.857 1.507 -0.212
```

The value obtained for the gap between HOMO and LUMO is 10.966 eV. As for the SMILES: FC1(F)C[C@@]1(Cl)Br. Its energy above the lowest of the compared OMol25 structures with the same formula, charge and spin is 14.0 kcal/mol. The value obtained for the lowest unoccupied orbital energy is 0.371 eV. The calculation puts the highest occupied orbital energy at -10.59 eV.

---

No. 4
Molecular formula: C3H2BrClO
Method: DFT, the ωB97M-V functional and the def2-TZVPD basis

XYZ file:
```
8
C3H2BrClO, DFT the ωB97M-V functional and the def2-TZVPD basis
C -0.720 -1.245 0.254
C 0.266 1.744 -0.388
C 0.812 0.893 0.425
O -0.545 2.587 -0.583
Cl 0.446 -2.198 -0.318
Br 2.444 0.574 -0.129
H -1.080 -0.386 -0.452
H -1.622 -1.969 1.191
```

The value obtained for the gap between HOMO and LUMO (spin up / spin down) is 8.332 / 6.228 eV. Its energy above the lowest of the compared OMol25 structures with the same formula, charge and spin is 150.8 kcal/mol. The value obtained for the lowest unoccupied orbital energy (spin up / spin down) is -0.599 / -2.029 eV. The calculation puts the highest occupied orbital energy (spin up / spin down) at -8.93 / -8.26 eV.

---

No. 5
Molecular formula: C3H2BrF3
Method: DFT, the ωB97M-V functional and the def2-TZVPD basis

XYZ file:
```
9
C3H2BrF3, DFT the ωB97M-V functional and the def2-TZVPD basis
C 0.512 0.123 -0.264
C -1.705 0.371 -1.498
C 0.823 0.021 1.147
F 1.351 0.977 -0.857
F -1.236 0.029 -2.667
F 0.086 -0.914 1.801
Br -2.439 -1.140 -0.667
H 1.982 -0.394 1.311
H 0.626 0.926 1.695
```

The value obtained for the gap between HOMO and LUMO is 7.983 eV. Its energy above the lowest of the compared OMol25 structures with the same formula, charge and spin is 138.1 kcal/mol. The value obtained for the lowest unoccupied orbital energy is -1.189 eV. The calculation puts the highest occupied orbital energy at -9.17 eV.

---

No. 6
Molecular formula: C3H2BrNO2
Method: DFT, the ωB97M-V functional and the def2-TZVPD basis

XYZ file:
```
9
C3H2BrNO2, DFT the ωB97M-V functional and the def2-TZVPD basis
O 1.269 -2.234 0.372
C 1.158 -1.074 0.491
N 0.297 -0.169 -0.098
C -0.095 1.141 0.127
O 0.316 2.123 0.688
C -0.969 0.373 -0.688
Br -2.656 -0.345 -0.193
H 1.783 -0.290 1.162
H -1.102 0.474 -1.862
```

The value obtained for the gap between HOMO and LUMO is 10.233 eV. As for the SMILES: O=CN1C(=O)[C@@H]1Br. Its energy above the lowest of the compared OMol25 structures with the same formula, charge and spin is 43.3 kcal/mol. The value obtained for the lowest unoccupied orbital energy is -0.328 eV. The calculation puts the highest occupied orbital energy at -10.56 eV.

---

No. 7
Molecular formula: C3H2BrNOS
Method: DFT, the ωB97M-V functional and the def2-TZVPD basis

XYZ file:
```
9
C3H2BrNOS, DFT the ωB97M-V functional and the def2-TZVPD basis
N 1.631 -0.265 0.878
C 1.248 0.488 0.035
C 0.456 0.926 -0.908
Br -0.985 2.196 -0.265
H 2.359 -0.075 1.521
H 0.535 1.037 -1.919
O -2.117 -0.817 1.268
C -1.770 -1.348 0.317
S -1.356 -2.142 -0.927
```

The value obtained for the gap between HOMO and LUMO is 8.929 eV. As for the SMILES: N=C=CBr.O=C=S. Its energy above the lowest of the compared OMol25 structures with the same formula, charge and spin is 19.4 kcal/mol. The value obtained for the lowest unoccupied orbital energy is -0.084 eV. The calculation puts the highest occupied orbital energy at -9.01 eV.

---

No. 8
Molecular formula: C3H2CaO2
Method: DFT, the ωB97M-V functional and the def2-TZVPD basis

XYZ file:
```
8
C3H2CaO2, DFT the ωB97M-V functional and the def2-TZVPD basis
O 0.715 0.634 -0.284
C 1.756 -1.168 0.587
C 0.908 -1.631 -0.173
H 2.421 -0.945 1.406
H 0.129 -2.174 -0.684
C -0.436 1.590 -0.419
O -1.564 1.848 -0.358
Ca -3.929 1.845 -0.075
```

The value obtained for the gap between HOMO and LUMO (spin up / spin down) is 5.645 / 8.081 eV. Its charge is +1. Its energy above the lowest of the compared OMol25 structures with the same formula, charge and spin is 79.5 kcal/mol. The value obtained for the lowest unoccupied orbital energy (spin up / spin down) is -4.911 / -5.002 eV. As for the multiplicity: 2. The calculation puts the highest occupied orbital energy (spin up / spin down) at -10.56 / -13.08 eV.

---

No. 9
Molecular formula: C3H2CdO3
Method: DFT, the ωB97M-V functional and the def2-TZVPD basis

XYZ file:
```
9
C3H2CdO3, DFT the ωB97M-V functional and the def2-TZVPD basis
C -2.470 -0.763 0.503
C -1.518 -0.018 0.025
O -0.539 0.520 -0.349
C 3.207 0.120 -0.484
O 4.068 -0.539 -0.870
O 2.227 0.629 -0.108
H -3.494 -0.595 0.169
Cd 0.717 2.223 -0.077
H -2.199 -1.576 1.190
```

The value obtained for the gap between HOMO and LUMO (spin up / spin down) is 8.833 / 8.006 eV. Its charge is +1. Its energy above the lowest of the compared OMol25 structures with the same formula, charge and spin is 0.0 kcal/mol. The value obtained for the lowest unoccupied orbital energy (spin up / spin down) is -3.946 / -6.229 eV. As for the multiplicity: 2. The calculation puts the highest occupied orbital energy (spin up / spin down) at -12.78 / -14.23 eV.

---

No. 10
Molecular formula: C3H2Cl2N2O2
Method: DFT, the ωB97M-V functional and the def2-TZVPD basis

XYZ file:
```
11
C3H2Cl2N2O2, DFT the ωB97M-V functional and the def2-TZVPD basis
C 0.129 1.438 0.664
C -0.901 0.566 0.769
C 0.811 -0.789 -1.025
N 0.971 2.242 0.622
N -0.360 -1.419 -0.756
O -1.223 -1.107 -1.580
O -0.629 -2.131 0.219
Cl -2.272 0.636 -0.240
Cl 2.053 -1.414 -0.068
H -0.952 -0.015 1.634
H 1.057 -0.457 -2.027
```

The value obtained for the gap between HOMO and LUMO (spin up / spin down) is 6.845 / 8.046 eV. Its energy above the lowest of the compared OMol25 structures with the same formula, charge and spin is 75.8 kcal/mol. The value obtained for the lowest unoccupied orbital energy (spin up / spin down) is -2.571 / -1.980 eV. The calculation puts the highest occupied orbital energy (spin up / spin down) at -9.42 / -10.03 eV.

---

No. 11
Molecular formula: C3H2Cl2O
Method: DFT, the ωB97M-V functional and the def2-TZVPD basis

XYZ file:
```
8
C3H2Cl2O, DFT the ωB97M-V functional and the def2-TZVPD basis
C 1.218 1.432 -0.900
C 2.404 1.099 -1.122
C 0.062 2.337 -0.869
O -0.907 2.062 -1.537
Cl -0.208 2.491 2.720
Cl 0.310 3.761 0.016
H 3.389 0.754 -1.518
H -0.041 3.075 1.378
```

The value obtained for the gap between HOMO and LUMO is 9.644 eV. Its energy above the lowest of the compared OMol25 structures with the same formula, charge and spin is 71.6 kcal/mol. The value obtained for the lowest unoccupied orbital energy is -1.050 eV. The calculation puts the highest occupied orbital energy at -10.69 eV.

---

No. 12
Molecular formula: C3H2Cl2O2
Method: DFT, the ωB97M-V functional and the def2-TZVPD basis

XYZ file:
```
9
C3H2Cl2O2, DFT the ωB97M-V functional and the def2-TZVPD basis
O 1.245 1.871 0.409
C 0.794 0.801 0.225
C -0.935 0.561 -0.186
Cl -1.194 2.138 -0.637
C -2.392 0.189 0.548
O -2.892 0.521 1.549
Cl -3.420 -0.690 -0.485
H 1.343 -0.069 0.139
H -0.773 -0.108 -1.008
```

The value obtained for the gap between HOMO and LUMO is 10.463 eV. As for the SMILES: O=C[C@H](Cl)C(=O)Cl. Its energy above the lowest of the compared OMol25 structures with the same formula, charge and spin is 62.6 kcal/mol. The value obtained for the lowest unoccupied orbital energy is 0.099 eV. The calculation puts the highest occupied orbital energy at -10.36 eV.

---

No. 13
Molecular formula: C3H2Cl3N
Method: DFT, the ωB97M-V functional and the def2-TZVPD basis

XYZ file:
```
9
C3H2Cl3N, DFT the ωB97M-V functional and the def2-TZVPD basis
C 1.166 1.529 0.998
C -1.281 1.732 0.583
C -0.139 1.543 1.457
N 2.259 1.404 0.704
Cl -1.299 0.208 -0.354
Cl -1.096 -1.450 4.271
Cl -0.274 0.846 3.004
H -2.257 1.912 0.986
H -1.297 2.503 -0.277
```

The value obtained for the gap between HOMO and LUMO (spin up / spin down) is 9.283 / 5.803 eV. Its energy above the lowest of the compared OMol25 structures with the same formula, charge and spin is 68.1 kcal/mol. The value obtained for the lowest unoccupied orbital energy (spin up / spin down) is -2.270 / -3.702 eV. The calculation puts the highest occupied orbital energy (spin up / spin down) at -11.55 / -9.51 eV.

---

No. 14
Molecular formula: C3H2ClF4NO
Method: DFT, the ωB97M-V functional and the def2-TZVPD basis

XYZ file:
```
12
C3H2ClF4NO, DFT the ωB97M-V functional and the def2-TZVPD basis
C 0.865 0.390 -0.631
C 0.456 1.569 0.012
C -2.441 -1.133 0.768
N 2.001 -0.390 -0.388
O 0.114 -0.038 -1.595
F 1.129 2.187 0.896
F -0.605 2.221 -0.385
F -2.116 -2.325 1.302
F -2.307 -0.125 1.641
Cl -1.958 -1.014 -0.871
H 2.782 -0.276 0.324
H 2.079 -1.066 -1.073
```

The value obtained for the gap between HOMO and LUMO (spin up / spin down) is 9.163 / 7.173 eV. Its energy above the lowest of the compared OMol25 structures with the same formula, charge and spin is 89.9 kcal/mol. The value obtained for the lowest unoccupied orbital energy (spin up / spin down) is 0.219 / -1.069 eV. The calculation puts the highest occupied orbital energy (spin up / spin down) at -8.94 / -8.24 eV.

---

No. 15
Molecular formula: C3H2ClF5O
Method: DFT, the ωB97M-V functional and the def2-TZVPD basis

XYZ file:
```
12
C3H2ClF5O, DFT the ωB97M-V functional and the def2-TZVPD basis
F -2.948 0.162 -0.175
C -1.664 -0.382 0.185
F -1.633 -1.651 -0.259
F -1.403 -0.337 1.451
C -0.517 0.387 -0.389
O 0.575 -0.525 -0.150
C 1.726 0.082 0.113
F 1.914 1.212 -0.699
F 1.743 0.628 1.389
Cl 2.965 -1.257 0.082
H -0.468 0.242 -1.446
H -0.291 1.439 -0.102
```

The value obtained for the gap between HOMO and LUMO is 12.700 eV. As for the SMILES: FC(F)(F)COC(F)(F)Cl. Its energy above the lowest of the compared OMol25 structures with the same formula, charge and spin is 23.0 kcal/mol. The value obtained for the lowest unoccupied orbital energy is 0.675 eV. The calculation puts the highest occupied orbital energy at -12.03 eV.

---

No. 16
Molecular formula: C3H2ClFO
Method: DFT, the ωB97M-V functional and the def2-TZVPD basis

XYZ file:
```
8
C3H2ClFO, DFT the ωB97M-V functional and the def2-TZVPD basis
O 2.347 0.427 -0.008
C 1.317 -0.197 -0.005
C -0.022 0.452 -0.003
F -0.023 1.769 -0.002
C -1.139 -0.270 -0.018
Cl -2.695 0.418 -0.003
H 1.293 -1.281 0.046
H -1.078 -1.316 -0.007
```

The value obtained for the gap between HOMO and LUMO is 10.032 eV. As for the SMILES: O=C/C(F)=C/Cl. Its energy above the lowest of the compared OMol25 structures with the same formula, charge and spin is 2.6 kcal/mol. The value obtained for the lowest unoccupied orbital energy is -0.174 eV. The calculation puts the highest occupied orbital energy at -10.21 eV.

---

No. 17
Molecular formula: C3H2ClFO2
Method: DFT, the ωB97M-V functional and the def2-TZVPD basis

XYZ file:
```
9
C3H2ClFO2, DFT the ωB97M-V functional and the def2-TZVPD basis
O -0.332 1.594 1.897
C -0.589 0.674 1.146
C 0.630 0.002 0.412
O 1.740 0.062 0.815
C 0.242 -0.636 -0.930
F -0.821 -1.418 -0.774
Cl -0.264 0.667 -2.064
H -1.629 0.292 0.879
H 1.024 -1.237 -1.381
```

The value obtained for the gap between HOMO and LUMO is 9.269 eV. As for the SMILES: O=CC(=O)[C@@H](F)Cl. Its energy above the lowest of the compared OMol25 structures with the same formula, charge and spin is 19.0 kcal/mol. The value obtained for the lowest unoccupied orbital energy is -0.949 eV. The calculation puts the highest occupied orbital energy at -10.22 eV.

---

No. 18
Molecular formula: C3H2ClFS2
Method: DFT, the ωB97M-V functional and the def2-TZVPD basis

XYZ file:
```
9
C3H2ClFS2, DFT the ωB97M-V functional and the def2-TZVPD basis
F -1.259 0.882 1.031
C -1.039 0.545 -0.281
Cl -0.225 2.000 -0.961
C -0.023 -0.581 -0.276
S -0.243 -1.831 -1.255
C 1.185 -0.425 0.600
S 2.523 -1.277 0.589
H -1.949 0.296 -0.786
H 1.030 0.391 1.340
```

The value obtained for the gap between HOMO and LUMO is 7.205 eV. As for the SMILES: F[C@@H](Cl)C(=S)C=S. Its energy above the lowest of the compared OMol25 structures with the same formula, charge and spin is 7.3 kcal/mol. The value obtained for the lowest unoccupied orbital energy is -2.129 eV. The calculation puts the highest occupied orbital energy at -9.33 eV.

---

No. 19
Molecular formula: C3H2ClN
Method: DFT, the ωB97M-V functional and the def2-TZVPD basis

XYZ file:
```
7
C3H2ClN, DFT the ωB97M-V functional and the def2-TZVPD basis
C 0.274 1.037 -0.197
C 1.453 1.069 0.110
Cl 3.027 1.268 0.462
H -0.648 1.115 -0.554
C -1.339 -1.395 0.023
N -2.200 -1.583 0.753
H -0.566 -1.512 -0.598
```

The value obtained for the gap between HOMO and LUMO is 11.024 eV. As for the SMILES: C#CCl.C#N. Its energy above the lowest of the compared OMol25 structures with the same formula, charge and spin is 59.2 kcal/mol. The value obtained for the lowest unoccupied orbital energy is 0.623 eV. The calculation puts the highest occupied orbital energy at -10.40 eV.

---

No. 20
Molecular formula: C3H2ClNO
Method: DFT, the ωB97M-V functional and the def2-TZVPD basis

XYZ file:
```
8
C3H2ClNO, DFT the ωB97M-V functional and the def2-TZVPD basis
C -1.049 -0.299 -0.563
C -0.690 0.857 0.001
C 0.875 -0.394 0.324
N 0.193 -0.884 -0.655
O -0.440 1.992 0.118
Cl 2.584 -0.349 0.218
H -1.991 -0.757 -0.770
H 0.519 -0.167 1.327
```

The value obtained for the gap between HOMO and LUMO is 9.089 eV. Its energy above the lowest of the compared OMol25 structures with the same formula, charge and spin is 54.9 kcal/mol. The value obtained for the lowest unoccupied orbital energy is 0.237 eV. The calculation puts the highest occupied orbital energy at -8.85 eV.